Record 1
9
Properties=species:S:1:pos:R:3 method="wB97M-V/def2-TZVPD" energy_ha=-700.834514 e_homo_ev="-8.60 / -8.62" multiplicity=1 homo_lumo_gap_ev="7.83 / 7.13"
C -0.791 1.837 0.397
N -2.982 -0.092 -0.699
N 0.075 1.325 1.087
N -2.368 0.893 -0.513
F 4.164 -3.663 -0.589
F -0.823 3.003 -0.266
I -2.894 -1.934 0.338
H 0.986 1.601 1.347
H 4.631 -2.971 -1.102

***

Record 2
8
Properties=species:S:1:pos:R:3 method="wB97M-V/def2-TZVPD" energy_ha=-468.676262 e_homo_ev="-11.32 / -10.47" multiplicity=1 homo_lumo_gap_ev="10.89 / 5.59"
C -0.244 0.231 0.044
N -0.186 -0.700 0.986
O -0.951 0.109 -0.963
F 1.749 -0.127 -0.750
F 0.200 1.417 0.412
F -0.551 1.293 -2.200
H -0.506 -1.625 0.743
H 0.489 -0.598 1.728

***

Record 3
10
Properties=species:S:1:pos:R:3 method="wB97M-V/def2-TZVPD" energy_ha=-942.035157 e_homo_ev="-10.73 / -9.50" multiplicity=1 homo_lumo_gap_ev="9.05 / 7.27"
C -1.813 0.315 0.870
N 1.529 -0.160 -0.315
O 1.337 -0.579 -2.778
O -0.973 -0.020 0.004
F -2.238 -0.702 1.757
F 1.907 1.141 -0.597
F 2.341 -0.464 0.735
S 1.925 -1.204 -1.657
H -2.765 0.589 0.349
H -1.249 1.085 1.633

***

Record 4
9
Properties=species:S:1:pos:R:3 method="wB97M-V/def2-TZVPD" energy_ha=-867.026589 e_homo_ev=-10.96 multiplicity=1 homo_lumo_gap_ev=11.30
C -0.113 -1.804 1.212
N -0.985 1.318 -1.405
O 0.162 -2.335 0.170
F 0.503 -2.111 2.327
F -1.014 -0.898 1.441
F 1.122 0.530 0.164
S 0.450 0.940 -1.414
H 1.052 2.141 -1.406
H -1.178 2.219 -1.089

***

Record 5
9
Properties=species:S:1:pos:R:3 method="wB97M-V/def2-TZVPD" energy_ha=-866.910225 e_homo_ev=-10.00 multiplicity=1 homo_lumo_gap_ev=9.68
C -1.024 -0.580 -0.178
N 1.293 0.164 0.046
O -0.290 2.108 -0.015
F -2.315 -0.197 -0.346
F -0.970 -1.622 0.676
F 1.921 -1.096 -0.137
S -0.236 0.909 0.798
H -0.418 -0.609 -1.168
H 2.038 0.923 0.324

***

Record 6
9
Properties=species:S:1:pos:R:3 method="wB97M-V/def2-TZVPD" smiles="N=[S@](=O)(F)C(F)F" energy_ha=-866.880957 e_homo_ev=-10.75 multiplicity=1 homo_lumo_gap_ev=9.89
C -0.196 -0.126 -1.177
N -0.597 -0.435 1.528
O 2.241 0.211 0.822
F -1.533 -0.237 -1.074
F 0.277 -1.316 -1.503
F -0.223 1.872 0.440
S 0.309 0.295 0.595
H 0.117 0.452 -2.028
H -0.395 -0.715 2.398